[1]
12 unconnected molecules or ions with the total composition C48H84N12, computed with the ωB97M-V functional and the def2-TZVPD basis.

```
! wB97M-V def2-TZVPD RIJCOSX def2/J DEFGRID3
* xyz 0 1
N 3.8808 3.2364 -1.2061
N 3.4692 -1.8308 -1.6158
N 3.3816 -5.7369 -0.5407
N 1.3139 1.7379 3.6237
N 3.5714 -2.9148 2.9220
N -6.5575 -0.2042 -0.0461
N 0.4870 -0.4102 6.5796
N 0.0664 1.0874 -2.4463
N -2.6919 -0.4358 -3.1875
N -0.2102 4.4165 -4.6502
N -2.3527 4.0153 1.8804
N -0.3143 -2.6818 0.7150
C -2.2229 0.8869 0.4079
C -1.0729 4.0549 -3.9997
C 1.1096 -5.3273 3.3337
C -0.1437 -4.4772 3.5353
C 0.9352 5.6857 -1.1560
C 0.2328 -2.4408 -3.3748
C 1.0951 1.2313 -2.9136
C -2.2505 3.6243 -3.2462
C -5.7976 3.3506 1.3042
C -5.4670 -2.8612 -2.0139
C 3.7523 0.6236 1.4769
C -1.8925 -1.1832 -2.9250
C -2.0789 1.8408 4.8293
C -0.3015 -0.2801 1.9287
C -4.7030 2.9668 2.3868
C -0.0997 -2.9010 -4.7816
C 5.0889 -1.1924 0.3597
C 2.6631 -1.7284 6.0236
C 0.5659 4.3944 -0.4206
C 2.1690 1.8680 -5.1941
C -5.9009 -0.4810 -2.5201
C 3.9107 -1.3284 6.7519
C 1.9065 -4.7841 2.1265
C 1.8201 3.7472 0.2958
C 1.4704 -0.9570 6.3373
C -0.9230 -2.1519 -2.4519
C -3.0959 2.3735 5.7401
C -5.6870 4.6907 0.5992
C -4.6827 2.9965 -3.4146
C -3.3605 3.5207 2.1070
C 2.9741 3.5063 -0.5356
C -0.7466 0.8866 0.9777
C 3.6980 -5.4337 -1.6004
C 5.0867 0.2761 0.8633
C 0.3407 2.1310 4.1226
C 4.1914 -1.5449 -0.7604
C 6.2497 -6.3614 -3.0234
C 5.4942 -5.0813 -3.2513
C -0.8450 2.7999 4.6270
C -6.0650 -1.9110 -3.0220
C 4.2924 0.0975 6.4020
C -0.2608 -1.6466 1.2523
C 2.8269 -3.7114 2.5200
C 2.3592 1.4060 -3.6915
C -6.2305 -0.3428 -1.1698
C 3.9759 -5.0680 -2.9700
C 1.7740 0.6577 -6.1114
C -3.4523 3.4324 -4.1696
H 5.9164 0.2901 1.6083
H -5.0860 3.7589 -2.7698
H 1.4674 6.4245 -0.5071
H 2.9179 -1.6306 4.9871
H -4.7318 1.8858 2.4462
H 0.1462 -3.4277 3.5788
H 6.0851 -1.4427 0.0194
H -4.4017 -2.7722 -1.8673
H -6.7768 3.1475 1.7313
H 0.7836 -3.2639 -2.9635
H 0.7131 -0.0684 2.2672
H -5.4236 2.7757 -4.2294
H -2.4173 1.8735 -0.0180
H 5.8288 -4.2249 -2.6061
H -6.5788 4.7990 0.0394
H -4.8975 3.2945 3.4232
H 3.8074 -1.5174 7.8090
H 6.2769 -6.7143 -2.0086
H -0.7840 -4.7915 2.7080
H -6.4806 0.1521 -3.2067
H -1.0943 3.6374 3.8850
H -4.0384 1.7313 5.6121
H -3.1379 2.6659 -4.8771
H -1.9329 2.7175 -2.7144
H 0.1079 3.6354 -1.0864
H -2.3166 0.1170 -0.3931
H 1.7991 0.8630 -7.1767
H -1.6762 0.8947 5.1954
H -0.8016 -3.7264 -4.6774
H 2.1848 4.2925 1.1645
H 5.4056 0.9640 0.0334
H 2.9080 0.5061 0.7431
H -0.1137 4.5972 0.3603
H -2.4454 1.6231 3.7845
H -0.0784 0.9435 0.1360
H 3.5730 -4.0358 -3.1433
H 3.1264 2.2619 -5.5454
H 4.8068 -1.9111 1.2063
H -0.6998 -2.1286 -5.2601
H -1.4191 -3.0560 -2.0774
H -0.4704 -1.6487 -1.5775
H -4.4299 2.0658 -2.8845
H 1.4327 2.7854 0.6523
H -5.7587 2.5879 0.5653
H 2.5405 -0.1239 -5.7618
H -0.6172 -4.6171 4.5036
H -0.9851 -0.3283 2.7968
H -5.5971 -1.9169 -4.0583
H -3.2900 3.3923 5.4708
H 7.2161 -6.3100 -3.4583
H 2.3781 -2.7737 6.2689
H -0.0484 6.1099 -1.5706
H -5.7690 5.5579 1.2667
H 5.4991 -4.8189 -4.2876
H -2.8055 0.4960 1.2553
H -5.8903 -2.7400 -1.0426
H -2.3956 4.3562 -2.4128
H 4.6390 -1.9964 6.3214
H -4.8422 -0.3865 -2.5851
H 4.5477 0.1760 5.2870
H 3.4064 -5.8112 -3.5522
H 3.4977 0.7301 6.5619
H -2.7749 2.2203 6.7932
H 3.6393 1.5886 1.9179
H 0.8635 -6.3771 3.0583
H 0.7838 0.2649 -5.8449
H 5.1247 0.5744 6.9341
H 5.7525 -7.1996 -3.5738
H 3.0033 2.2113 -3.2411
H -5.7429 -3.9430 -2.2335
H 3.4686 -0.0155 2.3160
H -0.6161 1.7866 1.5397
H 1.3886 2.6580 -5.2198
H -4.8251 4.8323 -0.0342
H -0.5146 3.3639 5.5545
H 0.8634 -1.5565 -3.3534
H 1.7574 -5.3122 4.2457
H -3.5502 4.4061 -4.6804
H 1.5551 5.5153 -2.0523
H 1.1729 -4.4509 1.3632
H -7.1196 -2.1782 -3.1800
H 3.0132 0.5188 -3.6160
H 0.7817 -3.3466 -5.3599
H 2.4499 -5.6208 1.6786
*
```

Results
* Kohn-Sham gap: 11.7 eV
* LUMO: 0.6964 eV
* E_tot: -2536.29382 hartree
* SMILES: CCCC#N.CCCC#N.CCCC#N.CCCC#N.CCCC#N.CCCC#N.CCCC#N.CCCC#N.CCCC#N.CCCC#N.CCCC#N.CCCC#N
* energy relative to the best compared isomer or geometry (same formula, charge and spin): 2.468 eV



[2]
12 unconnected molecules or ions with the total composition C48H85F21O24, computed with the ωB97M-V functional and the def2-TZVPD basis.

```
! wB97M-V def2-TZVPD RIJCOSX def2/J DEFGRID3
* xyz 1 2
F 1.4870 0.5735 2.9757
F -8.5254 -0.6538 3.1131
F 2.0511 1.6689 -4.7552
F -0.4940 3.6550 10.0681
F -0.0133 2.1158 3.2915
F -2.2198 -4.4446 3.1119
F -8.7192 -0.1366 1.0139
F -0.7643 5.4251 -7.6887
F -0.1633 1.7204 -4.6631
F -3.9130 -2.7359 8.8634
F -3.1201 -2.9969 1.9268
F 0.1020 5.5593 9.3931
F -1.9487 -3.5656 9.1698
F -1.4392 -2.3229 3.0653
F -2.8180 4.9029 -7.8711
F -2.3518 -1.4935 9.5776
F 1.7369 2.6268 2.1174
F -2.1949 7.0444 -7.7656
F -1.9820 5.0189 9.3303
F -9.0514 -2.1919 1.7208
F 0.9058 3.0262 -5.8779
O -1.4187 -1.0270 7.1666
O -3.1632 -1.1913 -3.0254
O -0.7923 0.4556 1.2353
O 0.8520 1.5980 0.0059
O 2.2620 -6.5712 -4.3478
O -0.6902 6.4008 -1.5527
O -1.6741 6.7850 -5.1487
O -1.2606 3.1564 7.2523
O 0.7424 1.2354 -7.7989
O 5.4558 -1.5418 -0.2647
O 0.2470 -3.5788 1.4909
O -6.3184 -0.7575 0.5402
O 7.0774 -2.4443 2.1615
O 0.4910 -0.5114 -6.2462
O 5.1623 -1.2231 7.0665
O -4.1117 -0.9494 -6.6047
O 1.3268 -3.7980 -3.2683
O 3.7965 -0.3435 4.3947
O -1.5026 -4.1991 0.1272
O -2.6495 -2.7689 6.3344
O -6.2357 -2.2847 2.2077
O 0.3442 4.7801 6.9403
O -2.1319 4.2067 -0.7284
O -2.4097 4.6079 -5.1560
C -1.9772 5.7736 -7.3140
C -2.7626 -2.1875 -2.1231
C 1.0052 -5.9360 -4.5586
C 2.5356 -7.6877 -5.2066
C -0.7508 4.6143 9.1838
C 0.6675 4.4026 5.5874
C -4.9027 -2.1050 -6.8803
C 7.3100 -1.3871 1.2406
C 2.5949 -3.4509 0.7815
C 1.7670 3.3186 5.7150
C -2.2226 0.4487 5.4586
C -2.6119 -2.4918 8.7341
C 0.9019 1.6336 2.4566
C 0.2914 1.3821 -1.2862
C -2.8739 2.9614 -3.6670
C -2.2672 -2.1166 7.2945
C 4.3556 -1.0068 -1.0577
C 0.7072 0.6861 -6.5046
C 4.4242 -2.0195 6.1741
C 0.7632 0.0984 -1.9084
C 1.1755 -3.8502 0.3985
C 0.1453 7.3484 -2.2723
C 0.8653 -2.8554 -4.1907
C 0.8802 1.8104 -5.4089
C -3.0357 -1.5994 -4.3776
C -2.3785 4.4290 -3.7315
C -1.9737 -3.3814 2.3786
C -1.0749 -3.7484 1.1936
C -6.8374 -1.4488 1.5868
C 0.7367 0.4370 -8.9344
C -1.0836 -0.4415 5.9592
C 0.6628 -5.0499 -3.3798
C -0.5679 4.0971 7.7459
C 0.2361 1.1763 1.1710
C 6.0656 -0.7437 0.6381
C -3.2151 3.7054 0.1150
C 6.4515 -3.5433 1.4549
C 4.2626 0.8212 5.0519
C -4.2171 0.3994 0.8227
C 4.5243 -1.5338 4.7565
C -1.9907 5.7658 -5.7442
C 5.1715 -1.6800 8.3686
C -4.9385 -0.7518 0.1446
C -8.3313 -1.1055 1.8719
C -0.0321 5.2895 -0.9577
C -1.0595 4.7112 0.0197
C -3.9084 -0.6083 -5.1769
C 2.2124 0.0811 -9.3654
H -4.9214 -2.2871 -7.9548
H -2.8925 2.5156 -2.6725
H 0.9420 -3.2227 -0.4617
H -0.7118 3.9628 0.7319
H 0.3830 4.6619 -1.7464
H -0.7975 1.4237 -1.2574
H -4.8940 -0.5953 -4.7115
H -2.0381 -1.3604 -4.7458
H 0.3344 8.1517 -1.5603
H 0.9506 -3.2249 -5.2126
H -0.4072 7.9089 -3.0264
H -0.4219 -5.0215 -3.2762
H 3.8575 1.6541 4.4772
H 4.0806 -2.3188 4.1442
H -3.4171 -3.0592 -2.1197
H 1.5026 -1.9901 -4.0082
H -3.0305 -0.1513 5.0397
H 6.2877 -4.4149 2.0886
H -3.9271 3.0174 -3.9421
H 1.8445 -0.0385 -1.9221
H -2.8134 -1.7478 -1.1270
H -0.1798 -2.5846 -4.0402
H -4.7541 1.3479 0.8112
H 3.7922 -0.3058 -0.4418
H 6.8865 -3.7942 0.4875
H 3.4991 -8.1477 -4.9871
H 3.8811 0.9243 6.0677
H 0.4236 0.0644 -2.9436
H -4.4550 -3.0178 -6.4872
H 5.4269 -3.1996 1.3131
H 1.0288 -5.3602 -5.4838
H -2.5911 1.0634 6.2799
H 2.8210 -3.8944 1.7512
H -3.2579 0.6414 0.3650
H -0.1576 0.1169 6.0961
H -4.4791 -1.7247 0.3192
H -0.8984 -1.3053 5.3207
H 1.0844 -4.9075 0.1500
H 2.0572 2.9415 4.7344
H 2.6062 3.8691 6.1403
H 4.1739 -1.7835 8.7953
H 1.4211 2.5147 6.3647
H 3.8452 -1.8975 -1.4242
H 2.9686 0.8408 -9.1676
H -2.8595 2.8183 0.6391
H 2.5033 -0.7333 -8.7019
H -2.2989 2.2998 -4.3149
H -1.7104 -2.4517 -2.2289
H 5.5757 -1.5134 4.4698
H -1.4481 5.5157 0.6440
H 3.3406 -3.8842 0.1148
H 0.1575 0.9846 -9.6779
H 4.8582 -0.4851 -1.8722
H 0.7455 5.6426 -0.2803
H -3.4889 4.4666 0.8456
H -3.5420 0.4182 -5.1811
H -4.1530 3.5210 -0.4090
H 8.0382 -1.5983 0.4575
H -1.9982 1.1309 4.6387
H -5.9207 -1.9262 -6.5343
H 0.3077 -0.7166 -1.3460
H 0.1365 -0.4618 -8.7929
H 1.8258 -8.4885 -4.9994
H 5.3509 0.8819 5.0498
H 2.3402 -0.2873 -10.3833
H 0.5698 2.2059 -1.9434
H -2.9738 5.1544 -3.1769
H 5.5876 -2.6836 8.2809
H -0.1437 3.9206 5.0419
H -4.0429 0.1726 1.8746
H -3.2196 -2.6678 -4.4906
H -4.8862 -0.5546 -0.9262
H 0.8155 -5.6717 -2.4977
H 3.3981 -2.1298 6.5249
H 5.6932 -1.0018 9.0439
H 4.8378 -3.0256 6.1049
H 2.4760 -7.3554 -6.2429
H 0.3055 -6.7700 -4.6135
H 2.8258 -2.3857 0.7848
H 7.8771 -0.6631 1.8257
H -1.3298 4.5325 -3.4530
H 5.3509 -0.4622 1.4114
H 6.3028 0.1380 0.0427
H 1.1235 7.0706 -2.6648
H 0.9569 5.2877 5.0210
*
```

Results
* Kohn-Sham gap (spin up / spin down): 8.6 / 2.2 eV
* LUMO (spin up / spin down): -2.5810 / -9.0658 eV
* E_tot: -5782.28507 hartree



[3]
9 unconnected molecules or ions with the total composition C48H86N2O16P, computed with the ωB97M-V functional and the def2-TZVPD basis.

```
! wB97M-V def2-TZVPD RIJCOSX def2/J DEFGRID3
* xyz 1 1
P 0.1921 -7.1039 0.8232
O 0.2848 -7.5376 -0.8587
O -3.7026 2.2712 -4.4504
O 4.1913 -2.1511 1.8487
O -4.2091 -8.1741 0.1170
O -0.3091 -5.6458 0.8656
O 1.3285 2.3563 -2.6103
O 2.3528 -2.0192 6.5958
O 2.2566 3.8109 7.4282
O 2.4985 2.9493 1.4769
O -5.7397 -2.3667 0.8977
O 4.3434 -3.2028 6.7015
O 8.3832 3.6950 -4.4161
O 3.4224 5.6803 -4.3993
O -0.8998 -8.2371 1.5198
O 3.5604 0.1822 1.9895
O -7.6335 4.8359 -1.6107
N 2.2110 -6.1918 2.6364
N -0.3345 -0.5233 7.1816
C 1.5878 -6.2776 3.9579
C -4.1257 -6.7691 -0.1589
C 2.0659 1.6240 6.5392
C 1.3980 3.7637 -2.8868
C -8.7405 4.2436 -0.9171
C -4.8273 -8.8262 -1.0019
C -4.8103 1.6796 -3.7567
C -2.0920 -6.1527 3.8878
C -4.4078 -2.8467 1.1213
C 1.0637 3.9393 -4.3534
C 8.1798 1.4443 -3.7066
C 0.5067 -7.4500 4.3369
C 0.1183 2.7866 -4.6009
C 4.6326 -0.7638 1.7892
C 1.8912 -5.2512 5.1515
C -5.4007 -7.7349 -1.8829
C 2.2332 2.4297 7.8115
C -0.9408 -6.7018 4.2570
C 8.9998 2.7117 -3.5739
C 3.5288 -3.9681 3.4327
C -5.2823 3.9724 -3.9767
C -4.4472 -6.5905 -1.6284
C 2.7533 2.5007 5.5184
C -3.8681 3.6967 -4.4453
C 3.1462 -5.0761 2.3513
C -9.2128 6.5370 -1.1383
C -9.4722 5.3696 -0.2153
C 1.9477 -7.1956 1.5288
C 0.7074 1.7004 -3.7249
C -7.7987 6.2609 -1.6067
C 2.8989 0.5336 0.7351
C 5.0916 7.3320 -4.7163
C 5.7453 6.0841 -4.1712
C 1.0882 -2.6335 7.0224
C -5.7892 -1.7311 -0.3877
C 3.2193 -3.0508 6.1023
C 4.5418 -2.7545 3.1210
C 2.8966 -4.0616 4.8967
C 7.6589 1.5530 -5.1207
C 3.7702 6.7973 -5.2300
C -3.6776 -2.7482 -0.2017
C 2.3919 3.8902 6.0022
C 1.8676 1.7734 0.8626
C 7.4201 3.0430 -5.2548
C 0.1292 -1.6017 7.8006
C -4.3557 -1.5638 -0.8492
C -5.5418 2.8052 -3.0548
C 4.5615 5.3307 -3.6005
H 4.7051 4.2471 -3.6181
H 5.6468 -3.0691 3.2214
H 5.4422 -0.5950 2.6086
H -0.0480 0.9977 -3.3638
H 3.1850 2.2027 8.3039
H -3.6718 4.0939 -5.4442
H 1.0032 1.5315 6.2928
H 10.0246 2.5613 -3.9295
H -5.0847 2.9960 -2.0778
H 3.3954 2.9981 1.0507
H -6.4045 -7.4649 -1.5376
H 2.2904 -8.2727 1.8253
H -3.1314 4.1165 -3.7513
H -4.0533 -9.3958 -1.5270
H -10.5320 5.1581 -0.0606
H 2.6657 -6.8882 0.6608
H 3.6500 -4.9500 1.3082
H 0.7202 -7.7408 5.4375
H 0.6332 4.9168 -4.5778
H 1.5487 2.1034 -0.2077
H 1.3234 -3.5603 7.6702
H -8.3745 3.4839 -0.2216
H 6.4227 3.3185 -4.8955
H -1.8276 -7.8666 1.5286
H 1.3887 -5.3455 6.1860
H -9.9025 6.4982 -1.9886
H -6.3496 -2.3863 -1.0635
H -5.5906 -9.5222 -0.6458
H -4.4452 -3.8705 1.5040
H 1.4825 1.1375 -4.2563
H 0.0459 2.4952 -5.6505
H -7.6025 6.6570 -2.6060
H -4.8620 -6.2600 0.4729
H 3.1491 4.6346 5.7451
H -5.4678 -8.0262 -2.9328
H -0.9406 0.0314 7.8125
H 0.6623 4.2663 -2.2493
H -3.9398 -0.6330 -0.4481
H 4.9157 8.0440 -3.9027
H -5.9719 3.9343 -4.8271
H -9.3193 7.5107 -0.6561
H 1.4226 2.2600 8.5252
H 6.7614 0.9594 -5.3055
H -4.2578 -1.5411 -1.9364
H -3.1290 -6.4010 0.1007
H 1.4294 4.2149 5.5923
H 3.8614 6.4336 -6.2591
H -4.8676 -5.6090 -1.8562
H 4.3731 -1.9291 3.9323
H -3.5401 -6.7226 -2.2284
H 6.1928 5.5117 -4.9904
H -3.8591 -3.6501 -0.7964
H -5.3889 4.9455 -3.4937
H -9.3800 3.7567 -1.6611
H 2.4881 0.6197 6.6120
H 2.2840 -0.3863 0.4012
H 8.7610 0.5389 -3.5203
H 0.5337 -2.9384 6.0386
H -0.2182 -1.7786 8.8914
H -3.9445 -2.2069 1.8801
H -2.8662 -5.4549 3.3736
H -4.4445 0.9195 -3.0613
H 9.0383 3.0805 -2.5458
H 8.4328 1.2334 -5.8270
H 0.6866 -8.4489 -0.9475
H 7.5295 3.3948 -6.2835
H -5.4499 1.1933 -4.5011
H 3.8380 2.3556 5.5745
H -2.5987 -2.6274 -0.0850
H 2.3917 4.1397 -2.6351
H 4.3546 5.6391 -2.5696
H 5.1242 -0.5680 0.7562
H 7.3425 1.4653 -3.0003
H 6.5213 6.2827 -3.4296
H 0.5754 -8.3635 3.6440
H 1.9665 3.8154 -4.9599
H 5.6776 7.8341 -5.4886
H -7.0621 6.6811 -0.9133
H 2.9733 7.5443 -5.1939
H 3.7047 0.8472 -0.0407
H 0.8976 1.4559 1.4208
H 2.4360 2.3114 4.4909
H -6.6014 2.5943 -2.9005
H -0.8851 3.0479 -4.2478
H -6.3185 -0.7788 -0.3075
H -9.0149 5.5606 0.7616
*
```

Results
* Kohn-Sham gap: 5.5 eV
* LUMO: -4.9145 eV
* E_tot: -3534.50188 hartree
* energy relative to the best compared isomer or geometry (same formula, charge and spin): 4.692 eV